# C27H25Br4NO3P2Pd

C27H25Br4NO3P2Pd as an isolated structure at a distorted geometry (ωB97M-V with the def2-TZVPD basis set, the Open Molecules 2025 dataset).

Positions of all 63 atoms, in Å:
Pd  -0.622  0.440  0.805
N  1.831  0.344  -0.329
C  2.483  1.506  -0.097
C  3.879  1.514  0.070
C  4.586  2.692  0.194
C  3.921  3.909  0.169
C  2.542  3.922  0.036
C  1.807  2.754  -0.101
P  -0.021  2.765  -0.259
C  -0.349  4.586  -0.381
C  -0.222  5.225  -1.617
C  -0.621  6.537  -1.784
C  -1.181  7.240  -0.727
C  -1.333  6.611  0.498
C  -0.929  5.300  0.666
C  -0.476  2.441  1.493
C  0.420  2.449  2.572
C  -0.006  2.096  3.838
C  -1.326  1.715  4.057
C  -2.234  1.704  3.013
C  -1.820  2.042  1.719
H  2.307  -0.516  -0.100
H  0.792  0.297  -0.141
H  4.400  0.565  0.090
H  5.663  2.667  0.309
H  4.465  4.839  0.273
H  2.019  4.869  0.047
H  0.204  4.681  -2.450
H  -0.516  7.021  -2.747
H  -1.498  8.267  -0.855
H  -1.777  7.143  1.330
H  -1.055  4.812  1.624
H  1.457  2.714  2.401
H  0.709  2.066  4.649
H  -1.635  1.409  5.050
H  -3.263  1.404  3.186
H  -2.560  2.165  0.925
Br  -2.889  -6.384  -0.418
C  -2.832  -4.478  -0.303
C  -4.000  -3.754  -0.263
Br  -5.692  -4.637  -0.279
C  -3.931  -2.364  -0.199
Br  -5.539  -1.325  -0.100
C  -2.738  -1.631  -0.164
O  -2.721  -0.373  -0.097
C  -1.481  -2.409  -0.176
O  -0.348  -1.833  -0.055
C  -1.612  -3.794  -0.270
Br  0.026  -4.796  -0.257
C  -1.133  -2.509  3.042
P  0.574  -1.896  3.221
C  1.736  -3.099  2.475
C  0.898  -2.088  5.032
O  0.806  -0.514  2.776
H  -1.229  -3.532  3.401
H  -1.401  -2.464  1.988
H  -1.794  -1.839  3.590
H  1.590  -4.106  2.852
H  2.746  -2.757  2.702
H  1.583  -3.080  1.399
H  0.827  -3.129  5.334
H  0.174  -1.495  5.585
H  1.896  -1.717  5.246

Computed properties:
Energy above the lowest of the compared OMol25 structures with the same formula, charge and spin   1.321 eV
E_HOMO   -0.7 eV
Net charge   -2
Calculated total energy   -12431.06627 hartree
2S+1   1
Orbital gap   5.04 eV
Strongest force on any atom   0.03172 Eh/bohr